# 1
Here is one molecule with the formula C5H7NOS in a non-equilibrium geometry from OMol25. Energies are from ωB97M-V/def2-TZVPD.

Properties
Electronic energy ... -19668.420 eV
Energy relative to the best compared isomer or geometry (same formula, charge and spin) ... 73.4 kcal per mole
Kohn-Sham gap ... 7.908 eV
Net charge ... 0
HOMO energy ... -8.807 eV
LUMO level ... -0.90 eV

Last column: Löwdin charge in e.
Geometry (Å):
C1 -0.9138 1.9271 -0.7744  0.0587
C2 -0.2097 1.1691 0.0768  -0.3869
C3 0.8791 1.7389 0.9644  -0.0597
C4 -0.5082 -0.2876 0.2000  -0.7120
S1 -1.9729 -0.9515 -0.0171  0.7849
C5 0.6041 -1.2021 0.5815  -0.2113
N1 1.7622 -1.3150 0.0470  0.0036
O1 1.9698 -0.4080 -0.9686  -0.0638
H1 -0.7126 2.9829 -0.8601  0.0662
H2 -1.6977 1.5059 -1.4009  0.0540
H3 1.8662 1.3267 0.7243  0.0689
H4 0.9286 2.8375 0.8352  0.0862
H5 0.7094 1.5117 2.0237  0.0858
H6 0.3882 -1.9220 1.3551  0.1042
H7 2.8811 -0.6223 -1.2736  0.1212

=====

# 2
Here is C26H48ClPPd as an isolated structure in a non-equilibrium geometry from OMol25. Energies are from ωB97M-V/def2-TZVPD.

Properties
Electronic energy ... -53021.396 eV
Energy relative to the best compared isomer or geometry (same formula, charge and spin) ... 129.5 kcal per mole
Kohn-Sham gap (alpha / beta) ... 5.388 / 6.452 eV
Net charge ... 0
HOMO energy (alpha / beta) ... -5.150 / -6.555 eV
<S²> ... 6.0157
LUMO level (alpha / beta) ... 0.24 / -0.10 eV
2S+1 ... 5

Last column: Löwdin charge in e.
Geometry (Å):
Pd1 -4.5284 1.8937 -0.4033  0.1975
P1 0.6165 -0.8752 -0.4553  1.2146
Cl1 -3.3805 -0.0923 -0.7205  0.0755
C1 -0.7010 -1.0904 1.0537  -0.3360
H1 -1.0848 -2.1965 0.9623  0.1337
H2 -1.6905 -0.5629 0.5490  0.0113
C2 -0.3017 0.2959 -1.5589  -0.3900
C3 0.8943 -2.6561 -0.8665  -0.3818
C4 0.1724 0.5834 -3.0119  -0.1897
H3 -1.2937 -0.2006 -1.6119  0.0100
C5 -0.8972 1.4280 -3.7560  -0.1903
H4 1.1360 1.1009 -3.0113  0.1000
H5 0.3651 -0.3747 -3.5656  0.0994
C6 -1.0909 2.8109 -3.0651  -0.1952
H6 -0.5707 1.5090 -4.8328  0.1167
H7 -1.8738 0.9112 -3.8225  0.1183
C7 -1.5974 2.5696 -1.6315  -0.2149
H8 -0.1288 3.3477 -3.0366  0.1075
H9 -1.8405 3.4205 -3.6515  0.1237
C8 -0.5700 1.6719 -0.8265  -0.2017
H10 -1.6736 3.5484 -1.1038  0.1168
H11 -2.5946 2.1585 -1.6703  0.0052
H12 0.3230 2.2726 -0.8058  0.0711
H13 -0.9142 1.5662 0.2235  0.0634
C9 2.0047 0.1103 0.3298  -0.3620
C10 1.8366 -3.2845 0.1461  -0.2134
H14 -0.0387 -3.2174 -0.7767  0.1241
C11 1.8738 -4.8177 -0.1172  -0.1850
H15 2.8603 -2.8714 0.0554  0.1196
H16 1.4880 -3.1113 1.1711  0.1112
C12 2.3936 -5.1511 -1.5234  -0.1892
H17 2.5104 -5.3189 0.6490  0.1204
H18 0.8489 -5.2093 0.0117  0.1186
C13 1.7094 -4.3112 -2.6453  -0.1894
H19 3.4572 -4.9818 -1.5632  0.1018
H20 2.2371 -6.1996 -1.7320  0.1025
C14 1.4676 -2.8451 -2.3273  -0.1957
H21 2.2841 -4.4149 -3.5932  0.1190
H22 0.7156 -4.7515 -2.8728  0.1201
H23 2.3821 -2.2452 -2.3960  0.1052
H24 0.7528 -2.4234 -3.0338  0.0936
C15 1.6224 1.5427 0.9259  -0.2040
H25 2.3019 -0.5188 1.2112  0.1121
C16 2.7595 1.9992 1.8848  -0.1851
H26 1.6977 2.2482 0.0779  0.0974
H27 0.5939 1.5803 1.3886  0.0765
C17 4.0923 2.1384 1.1137  -0.1944
H28 2.5083 3.0031 2.3344  0.1257
H29 2.8586 1.3161 2.7338  0.1066
C18 4.4558 0.8613 0.3004  -0.1915
H30 4.0177 2.9631 0.3863  0.1117
H31 4.9401 2.3789 1.7726  0.1095
C19 3.2805 0.2765 -0.5387  -0.1993
H32 5.3215 1.0269 -0.3069  0.0942
H33 4.7404 0.0631 1.0250  0.1177
H34 3.0844 1.0005 -1.4076  0.1295
H35 3.5561 -0.7091 -1.0107  0.1013
C20 -1.4908 2.9852 2.1939  0.0446
C21 -0.3516 -0.6833 2.2490  -0.1999
H36 -0.9035 3.8953 2.0502  0.0262
C22 -1.5075 -0.6447 3.3606  -0.1539
H37 0.6841 -0.1915 2.4499  0.1096
C23 -2.9297 0.0445 2.9944  -0.1993
H38 -1.6908 -1.7815 3.6294  0.1294
H39 -1.1205 0.0349 4.1575  0.0848
C24 -2.9962 1.6087 3.4013  -0.1979
H40 -3.1762 -0.0268 1.8654  0.0412
H41 -3.7489 -0.6396 3.3517  0.1040
C25 -2.9227 2.6709 2.1393  -0.3070
H42 -4.0807 1.7668 3.8220  0.1067
H43 -2.2643 1.9916 4.2811  0.1246
H44 -3.0535 2.0350 1.1494  0.0333
H45 -3.4996 3.6634 2.2273  0.1251
C26 -5.9284 1.1250 0.8045  -0.3036
H46 -5.4653 0.9353 1.7724  -0.0541
H47 -6.1261 0.2277 0.2134  -0.0589
H48 -6.8170 1.8173 0.8334  -0.0289

=====

# 3
Here is one molecule with the formula C8H8ClNO2 in a non-equilibrium geometry from OMol25. Energies are from ωB97M-V/def2-TZVPD.

Properties
Electronic energy ... -26529.482 eV
Energy relative to the best compared isomer or geometry (same formula, charge and spin) ... 86.7 kcal per mole
Kohn-Sham gap ... 10.074 eV
Net charge ... 0
HOMO energy ... -9.745 eV
LUMO level ... 0.33 eV

Last column: Löwdin charge in e.
Geometry (Å):
C1 -1.5757 -1.9098 -0.5771  -0.1474
C2 -1.3678 -0.4808 -0.2661  -0.5968
Cl1 -2.3054 0.4397 -1.5897  0.6663
C3 0.0861 0.1349 -0.1479  -0.1868
C4 1.1349 -0.6908 0.2836  -0.0080
C5 2.3853 -0.0500 0.3768  -0.0768
C6 2.5289 1.2747 0.1382  -0.1230
C7 1.4768 2.0967 -0.1534  -0.0712
C8 0.2139 1.5426 -0.3468  -0.0481
N1 -2.0705 -0.1095 1.1850  -0.3892
O1 -2.5564 0.9620 1.2035  0.0760
O2 -2.0483 -0.9776 2.0046  0.0902
H1 -1.3511 -2.6325 0.3337  0.1241
H2 -2.6575 -2.1341 -0.9014  0.1022
H3 -0.8222 -2.1990 -1.3586  0.1014
H4 1.0208 -1.7104 0.4014  0.0861
H5 3.3735 -0.5942 0.3872  0.1286
H6 3.4042 1.8225 0.3271  0.0939
H7 1.6616 3.1480 -0.4238  0.1187
H8 -0.5315 2.0674 -0.8763  0.0596

=====

Which of these has the highest electronic energy? C5H7NOS

=====

energy relative to the best compared isomer or geometry (same formula, charge and spin) of number 1 (C5H7NOS)? 73.4 kcal per mole

=====

energy relative to the best compared isomer or geometry (same formula, charge and spin) of number 2 (C26H48ClPPd)? 129.5 kcal per mole

=====

net charge of number 3 (C8H8ClNO2)? 0